No. 1
# C10H19CuNSi

A molecular structure, C10H19CuNSi in a non-equilibrium geometry (ωB97M-V/def2-TZVPD, OMol25).

The electronic energy comes out at -2376.98175 Eh. For the LUMO energy (alpha / beta), the calculation gives 6.0 / 6.0 eV. Its multiplicity is 2. As for the total charge: -2. The molar mass is 244.9 g mol⁻¹. The expectation value of S² is 0.755.

Positions of all 32 atoms, in Å:
Cu1 -0.17 -0.32 -1.21
Si1 -0.67 -0.15 1.83
N1 -1.54 0.42 0.43
C1 0.01 2.21 -1.21
C2 -0.24 0.99 -3.14
C3 0.47 -2.14 -1.61
C4 1.14 1.09 -2.87
C5 0.55 -1.59 2.21
C6 -2.20 -0.56 2.87
C7 -0.95 1.65 -2.09
C8 0.31 1.42 2.21
C9 1.82 -1.77 -1.61
C10 1.31 1.85 -1.67
H1 -0.33 2.26 1.92
H2 2.29 -1.60 -0.63
H3 2.48 -1.97 -2.45
H4 1.56 -1.46 1.78
H5 1.96 0.60 -3.42
H6 0.07 -2.57 -0.62
H7 -2.17 -0.35 0.23
H8 -0.08 -2.36 -2.58
H9 -2.04 1.81 -2.04
H10 -2.95 0.19 2.61
H11 1.25 1.48 1.64
H12 0.70 -1.64 3.31
H13 -2.07 -0.55 3.96
H14 -0.19 2.90 -0.38
H15 -0.70 0.57 -4.06
H16 -2.62 -1.54 2.58
H17 0.18 -2.59 1.93
H18 0.55 1.54 3.28
H19 2.25 2.14 -1.21



No. 2
# C10H19N3O2

A single C10H19N3O2 molecule (ωB97M-V/def2-TZVPD, OMol25).

The electronic energy comes out at -707.22324 Eh. As for the SMILES: CN(C)CCNC(=O)[C@H]1CCCNC1=O. For the LUMO energy, the calculation gives 0.8 eV. Its multiplicity is 1. The molar mass is 213.3 g mol⁻¹.

Positions of all 34 atoms, in Å:
O1 -1.31 1.98 0.65
O2 -0.63 -2.01 0.67
N1 -3.39 1.19 0.76
N2 0.50 -0.05 0.62
N3 3.44 0.47 0.00
C1 -2.80 -1.11 -0.75
C2 4.89 0.46 -0.01
C3 1.64 -0.51 1.38
C4 -4.45 0.27 0.44
C5 -4.14 -0.41 -0.88
C6 -0.55 -0.84 0.36
C7 2.87 -0.77 0.51
C8 -1.68 -0.12 -0.42
C9 -2.11 1.10 0.37
C10 2.92 0.83 -1.30
H1 1.84 0.84 -1.27
H2 5.25 1.44 -0.32
H3 -4.10 0.33 -1.68
H4 -4.92 -1.13 -1.12
H5 1.89 0.23 2.14
H6 3.61 -1.27 1.14
H7 0.37 0.95 0.51
H8 -5.39 0.83 0.38
H9 2.60 -1.46 -0.31
H10 3.24 0.13 -2.09
H11 3.28 1.82 -1.56
H12 5.32 -0.29 -0.68
H13 5.26 0.28 1.00
H14 -2.55 -1.64 -1.68
H15 1.35 -1.45 1.86
H16 -3.61 2.00 1.32
H17 -4.55 -0.48 1.23
H18 -2.85 -1.86 0.04
H19 -1.22 0.26 -1.34



No. 3
# C20H23F7N2O12PbS2

A molecular structure, C20H23F7N2O12PbS2 in a non-equilibrium geometry (ωB97M-V/def2-TZVPD, OMol25).

The electronic energy comes out at -3476.47575 Eh. For the LUMO energy, the calculation gives 3.7 eV. Its multiplicity is 1. As for the total charge: -2. The molar mass is 887.7 g mol⁻¹.

Positions of all 67 atoms, in Å:
Pb1 11.88 -4.71 -21.98
S1 13.87 -1.56 -21.37
S2 12.62 -1.83 -23.78
F1 11.63 0.64 -23.82
F2 13.78 -0.90 -18.73
F3 13.73 -3.08 -19.22
F4 10.57 -0.50 -22.37
F5 11.95 -1.82 -19.38
F6 11.03 -6.75 -23.02
F7 10.23 -1.01 -24.37
O1 15.58 -7.73 -16.74
O2 13.43 -6.05 -20.50
O3 13.58 -0.16 -21.64
O4 9.41 -4.00 -22.02
O5 13.80 -1.10 -24.27
O6 16.74 -7.64 -27.72
O7 15.24 -2.13 -21.41
O8 12.03 -2.86 -24.56
O9 8.72 -7.79 -18.28
O10 13.89 -5.82 -23.39
O11 16.38 -10.14 -18.45
O12 14.21 -8.11 -22.02
N1 12.79 -2.48 -22.15
N2 10.20 -5.53 -19.86
C1 15.25 -7.90 -18.00
C2 15.97 -7.15 -26.71
C3 8.76 -3.86 -23.24
C4 9.58 -6.81 -17.66
C5 13.22 -1.80 -19.52
C6 10.64 -6.18 -18.62
C7 14.62 -6.08 -24.49
C8 16.64 -6.71 -25.55
C9 11.18 -0.54 -23.62
C10 15.93 -6.24 -24.42
C11 15.60 -9.06 -20.23
C12 15.76 -9.10 -18.85
C13 7.53 -7.47 -18.85
C14 14.44 -6.95 -18.55
C15 9.46 -4.25 -19.66
C16 14.07 -6.93 -19.94
C17 14.63 -6.83 -26.87
C18 14.01 -6.33 -25.76
C19 8.58 -3.95 -20.89
C20 14.75 -8.05 -20.89
H1 7.95 -3.13 -23.19
H2 9.58 -6.12 -20.39
H3 10.25 -3.51 -19.62
H4 10.20 -7.48 -17.07
H5 16.40 -6.04 -23.47
H6 14.21 -6.01 -18.07
H7 9.40 -3.67 -24.10
H8 7.77 -6.65 -19.53
H9 14.28 -6.29 -22.65
H10 15.90 -9.88 -20.88
H11 12.94 -6.23 -25.87
H12 7.09 -8.36 -19.30
H13 7.76 -4.63 -21.12
H14 9.05 -6.06 -17.06
H15 6.88 -7.04 -18.09
H16 17.71 -6.86 -25.52
H17 8.15 -2.95 -20.85
H18 17.52 -7.10 -27.84
H19 11.33 -7.00 -18.81
H20 14.00 -6.92 -27.75
H21 8.04 -4.62 -23.56
H22 8.76 -4.29 -18.82
H23 11.24 -5.39 -18.18



No. 4
# C4H8O

A single C4H8O molecule in a non-equilibrium geometry (ωB97M-V/def2-TZVPD, OMol25).

The electronic energy comes out at -232.31115 Eh. For the LUMO energy (alpha / beta), the calculation gives 1.0 / 1.0 eV. Its multiplicity is 1. The molar mass is 72.1 g mol⁻¹.

Positions of all 13 atoms, in Å:
O1 0.32 -1.28 0.18
C1 1.06 0.37 -1.34
C2 -1.07 0.72 0.12
C3 0.07 -0.10 -0.35
C4 0.00 -1.32 1.48
H1 -0.87 1.47 0.90
H2 0.26 -0.46 2.08
H3 -1.83 0.03 0.55
H4 -0.45 -2.22 1.86
H5 1.53 -0.47 -1.86
H6 0.61 1.06 -2.06
H7 1.86 0.93 -0.82
H8 -1.48 1.27 -0.75